# 1
Entry from the OMol25 dataset: a molecular structure, C34H34AsAuN3S (the ωB97M-V functional and the def2-TZVPD basis).

Each line ends with the Mulliken charge.
Atoms and positions in Å:
Au (0.2361, -0.2917, -0.1210)  1.461
C (0.9042, 2.1798, -2.1631)  -1.098
N (-0.3148, 1.5644, -1.6478)  0.907
C (-1.0578, 0.8988, -2.7347)  -1.181
C (-1.1846, 2.4381, -0.8933)  0.125
C (-1.4991, 3.7117, -1.3362)  -0.395
C (-2.4794, 4.4624, -0.7063)  -0.914
C (-3.1867, 3.9000, 0.3448)  -0.819
C (-2.8532, 2.6480, 0.8295)  -1.066
C (-1.7920, 1.9163, 0.2704)  0.407
N (-1.3598, 0.6931, 0.7411)  0.427
C (-1.8175, 0.0211, 1.8688)  -0.733
C (-2.2010, 0.6224, 3.0687)  -0.414
C (-2.6710, -0.1487, 4.1212)  -0.956
C (-2.7477, -1.5268, 3.9992)  -0.973
C (-2.3089, -2.1411, 2.8322)  -0.185
C (-1.8144, -1.3811, 1.7897)  0.546
N (-1.2552, -1.9819, 0.5891)  0.658
C (-2.2678, -2.1764, -0.4634)  -1.111
C (-0.5109, -3.2244, 0.8507)  -1.216
H (0.7046, 2.9194, -2.9449)  0.380
H (1.5352, 1.3981, -2.5896)  0.255
H (1.4411, 2.6636, -1.3470)  0.293
H (-1.3222, 1.6097, -3.5255)  0.379
H (-1.9758, 0.4678, -2.3378)  0.317
H (-0.4420, 0.1064, -3.1629)  0.305
H (-0.9892, 4.1194, -2.2001)  0.347
H (-2.7174, 5.4564, -1.0587)  0.426
H (-4.0033, 4.4476, 0.7963)  0.410
H (-3.4231, 2.2150, 1.6376)  0.668
H (-2.1065, 1.6941, 3.1758)  0.754
H (-2.9669, 0.3329, 5.0438)  0.405
H (-3.1227, -2.1281, 4.8160)  0.431
H (-2.3317, -3.2206, 2.7561)  0.381
H (-2.9928, -2.9397, -0.1636)  0.350
H (-1.7774, -2.4945, -1.3831)  0.333
H (-2.7949, -1.2404, -0.6377)  0.286
H (-1.1890, -4.0645, 1.0259)  0.442
H (0.1290, -3.0862, 1.7214)  0.360
H (0.1128, -3.4565, -0.0098)  0.325
S (1.6678, -1.6637, -1.3663)  -0.482
C (3.3140, -1.0781, -1.1623)  1.116
C (4.2841, -1.5903, -2.0247)  -0.857
C (5.6040, -1.1895, -1.9120)  -0.606
C (5.9805, -0.2695, -0.9414)  -0.862
C (5.0243, 0.2383, -0.0797)  -0.383
C (3.6964, -0.1709, -0.1753)  -0.285
As (2.3581, 0.4615, 1.0517)  1.083
C (3.2277, 1.9273, 1.9724)  0.134
C (3.2043, 3.2031, 1.4196)  -0.107
C (3.9194, 4.2252, 2.0231)  -0.825
C (4.6488, 3.9713, 3.1766)  -0.511
C (4.6580, 2.6987, 3.7318)  -0.719
C (3.9415, 1.6713, 3.1367)  -0.466
C (2.2356, -0.9059, 2.4117)  0.194
C (1.2304, -0.7633, 3.3679)  -0.174
C (1.0630, -1.7298, 4.3459)  -0.644
C (1.8959, -2.8419, 4.3667)  -0.617
C (2.8904, -2.9886, 3.4096)  -0.802
C (3.0632, -2.0212, 2.4284)  -0.486
H (3.9881, -2.2950, -2.7914)  0.477
H (6.3423, -1.5864, -2.5960)  0.398
H (7.0101, 0.0488, -0.8557)  0.427
H (5.3115, 0.9590, 0.6760)  0.448
H (2.6324, 3.3980, 0.5203)  0.190
H (3.9066, 5.2191, 1.5965)  0.433
H (5.2071, 4.7688, 3.6481)  0.393
H (5.2234, 2.5033, 4.6331)  0.418
H (3.9454, 0.6804, 3.5731)  0.491
H (0.5771, 0.1031, 3.3389)  0.588
H (0.2815, -1.6186, 5.0861)  0.448
H (1.7713, -3.5955, 5.1332)  0.405
H (3.5342, -3.8581, 3.4238)  0.427
H (3.8340, -2.1358, 1.6751)  0.437

- Total charge: +1
- HOMO level (alpha / beta): -9.83 / -9.83 eV
- Orbital gap (alpha / beta): 4.802 / 4.800 eV
- Relative energy (zero: lowest compared OMol25 entry of this formula, charge and spin): 37.3 kJ/mol
- E_LUMO (alpha / beta): -5.032 / -5.034 eV

***

# 2
Entry from the OMol25 dataset: 2 unconnected molecules or ions with the total composition C6H16 (the ωB97M-V functional and the def2-TZVPD basis).

Each line ends with the Löwdin spin population.
Atoms and positions in Å:
C (-0.4923, 1.6336, -1.5972)  0.175
C (-0.4938, 0.3255, -2.1892)  0.221
C (0.5239, 1.9088, -0.5389)  0.039
H (-0.4896, 2.4139, -2.4045)  0.080
H (-1.5379, 1.8601, -1.2572)  0.073
H (0.5313, -0.0508, -2.3372)  0.044
H (0.5299, 1.0411, 0.1244)  0.009
H (1.5287, 2.2267, -0.8214)  0.014
H (-1.1202, 0.1488, -3.0650)  0.016
H (-0.7869, -0.5456, -1.4919)  0.094
H (0.1627, 2.7308, 0.0761)  0.006
C (0.0696, -0.8388, 1.8695)  0.039
C (1.4294, -1.3467, 1.4400)  0.009
C (-1.0659, -1.4082, 1.0293)  0.100
H (-0.0052, 0.2427, 1.8955)  0.004
H (-0.1231, -1.0910, 2.9227)  0.023
H (1.4342, -2.4132, 1.2108)  0.000
H (1.7645, -0.8063, 0.5522)  0.004
H (-0.9369, -2.4640, 0.8518)  0.004
H (2.1466, -1.3151, 2.2634)  0.003
H (-1.0080, -0.9357, 0.0091)  0.038
H (-2.0609, -1.3165, 1.4575)  0.004

- Total charge: +1
- ⟨S²⟩: 0.754
- HOMO level (alpha / beta): -15.52 / -15.10 eV
- Orbital gap (alpha / beta): 12.751 / 4.666 eV
- Relative energy (zero: lowest compared OMol25 entry of this formula, charge and spin): 56.3 kJ/mol
- Spin multiplicity: 2
- E_LUMO (alpha / beta): -2.769 / -10.431 eV

***

# 3
Entry from the OMol25 dataset: 2 unconnected molecules or ions with the total composition C5H17N2O (the ωB97M-V functional and the def2-TZVPD basis).

Each line ends with the Mulliken charge.
Atoms and positions in Å:
N (-1.6546, 1.0390, -1.4610)  -0.176
C (-1.6105, 2.0030, -0.3346)  -0.593
C (-0.2930, 1.6770, 0.4724)  -0.619
N (0.1351, 0.3440, 0.2184)  -0.285
C (-1.0644, -1.7273, 0.6101)  -1.619
C (-0.1544, -0.6794, 1.2833)  0.528
C (1.1336, -1.2523, 1.8601)  -1.357
H (-1.1350, 1.2615, -2.3069)  0.379
H (-1.1699, 0.1729, -1.1376)  0.128
H (-2.6113, 0.7829, -1.6836)  0.381
H (-2.4706, 1.9148, 0.3252)  0.298
H (-1.6297, 2.9897, -0.7810)  0.400
H (-0.3777, 1.9200, 1.5281)  0.390
H (0.4473, 2.4167, 0.1503)  0.427
H (1.0013, 0.1055, -0.2619)  0.161
H (-1.2872, -2.6489, 1.1559)  0.399
H (-0.5784, -2.1472, -0.2802)  0.348
H (-2.0173, -1.2854, 0.3069)  0.369
H (-0.8256, -0.1636, 1.9739)  0.360
H (1.4373, -2.0579, 1.1932)  0.342
H (1.8663, -0.4430, 1.8641)  0.387
H (1.0403, -1.5986, 2.8831)  0.346
H (3.1295, -1.2951, -2.8589)  0.313
H (3.6504, -1.3984, -1.3991)  0.323
O (2.9171, -1.0649, -1.9497)  -0.632

- Total charge: +1
- HOMO level: -13.07 eV
- Orbital gap: 9.952 eV
- Relative energy (zero: lowest compared OMol25 entry of this formula, charge and spin): 107.5 kJ/mol
- E_LUMO: -3.115 eV

***

# 4
Entry from the OMol25 dataset: a molecular structure, C17H18BBrN6O2Pt (the ωB97M-V functional and the def2-TZVPD basis).

Each line ends with the Löwdin spin population.
Atoms and positions in Å:
C (-1.3793, -2.3115, -0.6623)  0.035
N (-0.2421, -1.6442, -0.9730)  0.222
N (0.8136, -2.3980, -0.4979)  0.103
C (0.3409, -3.6267, -0.1471)  0.192
C (-1.0406, -3.5979, -0.2077)  0.398
B (2.3189, -2.0202, -0.4892)  0.000
N (2.3844, -1.2922, -1.9276)  0.035
N (1.4161, -0.5854, -2.6358)  0.293
C (1.8978, -0.2556, -3.8674)  -0.029
C (3.0821, -0.9514, -4.0234)  0.250
C (3.3364, -1.6153, -2.8373)  0.224
Pt (-0.3562, 0.1395, -2.1123)  0.164
N (2.8792, -1.4252, 0.9335)  0.043
N (2.1472, -0.4738, 1.5764)  0.301
C (2.7466, -0.1141, 2.7034)  -0.006
C (3.8722, -0.9416, 2.9134)  0.327
C (3.9372, -1.7642, 1.7661)  0.324
H (2.3660, 0.6980, 3.3137)  -0.004
H (4.6533, -2.5359, 1.5443)  0.010
H (4.5108, -0.9256, 3.7655)  0.011
H (3.0033, -3.0238, -0.6067)  0.000
H (4.0997, -2.3462, -2.6132)  0.006
H (1.0318, -4.4446, 0.0249)  0.004
H (3.6636, -0.9689, -4.9293)  0.008
H (-1.7183, -4.4198, 0.0049)  0.013
H (1.3515, 0.4371, -4.5158)  -0.003
H (-2.3659, -1.8613, -0.7585)  -0.001
H (0.7322, 1.4124, -1.3362)  0.008
C (0.2085, 2.0037, -2.1750)  0.018
H (0.9789, 2.3352, -2.8531)  0.000
H (-0.6828, 1.5748, -2.8285)  0.001
H (-0.2569, 2.7823, -1.5834)  -0.001
Br (-1.4682, 0.7737, 3.2505)  0.189
C (-2.7994, 1.9614, 2.6236)  0.257
C (-3.3616, 2.9015, 3.5085)  0.076
C (-4.3387, 3.8004, 3.0596)  0.052
C (-4.7401, 3.7510, 1.7224)  0.270
C (-4.1744, 2.8112, 0.8472)  0.073
C (-3.2092, 1.8892, 1.2756)  0.075
C (-2.7180, 0.7944, 0.3050)  0.002
O (-3.6107, -0.0459, 0.0469)  0.013
O (-1.4979, 0.8619, -0.0680)  0.038
H (-3.0414, 2.9196, 4.5492)  0.000
H (-4.7855, 4.5133, 3.7553)  0.000
H (-5.4975, 4.4495, 1.3565)  0.010
H (-4.4872, 2.7794, -0.1977)  0.001

- Total charge: +4
- ⟨S²⟩: 6.077
- HOMO level (alpha / beta): -20.13 / -20.10 eV
- Orbital gap (alpha / beta): 5.798 / 3.070 eV
- Relative energy (zero: lowest compared OMol25 entry of this formula, charge and spin): 455.0 kJ/mol
- Spin multiplicity: 5
- E_LUMO (alpha / beta): -14.336 / -17.025 eV

***

# 5
Entry from the OMol25 dataset: a molecular structure, C39H54I2IrN7O4P2S5 (the ωB97M-V functional and the def2-TZVPD basis).

Each line ends with the Löwdin spin population.
Atoms and positions in Å:
Ir (1.3955, -2.6570, 1.4150)  1.787
I (-6.0920, -2.0672, 4.3496)  0.000
C (-4.1222, -2.1224, 3.5245)  0.000
C (-3.4186, -1.0197, 3.9500)  0.000
C (-2.1250, -0.7370, 3.4641)  0.003
I (-1.1679, 0.9887, 4.1085)  0.002
C (-1.4347, -1.6233, 2.6276)  0.010
O (-0.2646, -1.3656, 2.0011)  0.129
C (-2.1592, -2.8743, 2.4226)  0.003
C (-1.5522, -4.0694, 1.7648)  0.012
N (-0.0784, -4.2272, 1.9121)  0.115
C (0.4381, -5.4649, 1.2778)  0.037
C (1.8258, -5.4038, 0.7802)  0.203
C (2.5252, -6.4955, 0.2329)  0.016
C (3.8721, -6.4355, -0.1024)  0.271
C (4.4987, -5.1851, 0.0155)  0.069
C (3.7660, -4.0908, 0.4239)  0.135
N (2.4717, -4.1874, 0.7938)  0.284
C (-3.5187, -3.0507, 2.7061)  0.001
H (-3.9215, -0.2734, 4.6172)  0.000
H (-1.8158, -4.0833, 0.6739)  0.001
H (-2.0289, -4.9143, 2.1710)  0.004
H (0.0277, -4.4369, 2.9266)  0.001
H (-0.1737, -5.6395, 0.3680)  0.013
H (0.4248, -6.4116, 1.8648)  0.009
H (2.0482, -7.4650, 0.2265)  -0.005
H (4.4580, -7.3145, -0.4571)  0.017
H (5.5151, -4.9993, -0.3433)  0.001
H (4.2635, -3.0837, 0.4254)  0.008
H (-4.1472, -3.8397, 2.2800)  0.000
O (-5.1061, 1.7790, -0.7517)  0.000
P (-4.6903, 2.6485, -1.8988)  0.000
N (-6.0331, 3.5068, -2.3705)  0.000
C (-7.3351, 2.8701, -2.0847)  0.000
C (-8.3547, 3.7247, -2.8706)  0.000
C (-7.5299, 4.5622, -3.8554)  0.000
C (-6.1388, 4.7050, -3.2293)  0.000
N (-3.9670, 1.7415, -3.1026)  0.000
C (-3.8182, 2.1750, -4.5250)  0.000
C (-3.1911, 1.0224, -5.3129)  0.000
C (-3.6042, -0.2090, -4.4888)  0.000
C (-3.8722, 0.2762, -3.0357)  0.000
N (-3.5997, 3.7789, -1.4693)  0.000
C (-4.0760, 4.7167, -0.3858)  0.000
C (-2.8136, 5.1705, 0.3844)  0.000
C (-1.6022, 4.3137, -0.1580)  0.000
C (-2.1623, 3.6000, -1.4597)  0.000
H (-7.5079, 2.8261, -1.0340)  0.000
H (-7.3702, 1.8139, -2.4045)  0.000
H (-8.9920, 4.3405, -2.2001)  0.000
H (-9.0267, 3.0336, -3.3860)  0.000
H (-7.9983, 5.5348, -4.0192)  0.000
H (-7.4950, 4.0367, -4.8177)  0.000
H (-6.1159, 5.6303, -2.5695)  0.000
H (-5.2886, 4.7633, -3.9186)  0.000
H (-3.1104, 3.0240, -4.5405)  0.000
H (-4.8383, 2.4806, -4.9226)  0.000
H (-2.1237, 1.1120, -5.2889)  0.000
H (-3.5435, 1.0815, -6.3461)  0.000
H (-2.8492, -1.0432, -4.5575)  0.000
H (-4.5410, -0.7161, -4.8315)  0.000
H (-3.0987, -0.0771, -2.3594)  0.000
H (-4.8432, -0.2016, -2.6283)  0.000
H (-4.7688, 4.2297, 0.3099)  0.000
H (-4.5584, 5.6033, -0.8444)  0.000
H (-2.9460, 5.1122, 1.4689)  0.000
H (-2.6130, 6.2499, 0.2198)  0.000
H (-1.3391, 3.5318, 0.5601)  0.000
H (-0.7548, 4.9685, -0.4244)  0.000
H (-1.8999, 2.5082, -1.4214)  0.000
H (-1.7086, 4.0321, -2.3468)  0.000
S (5.7434, -2.7446, -3.7447)  0.013
C (4.2647, -2.1905, -3.2242)  0.004
S (2.9959, -3.3410, -2.8080)  0.009
C (2.0454, -2.0421, -1.9713)  0.032
N (2.5337, -0.8129, -2.3013)  0.029
N (3.6760, -0.9054, -3.0398)  0.004
C (4.2833, 0.3314, -3.4529)  0.000
C (3.6831, 1.6002, -3.0743)  0.000
C (4.4362, 2.7350, -3.2224)  0.000
C (5.5913, 2.7435, -4.0369)  0.000
C (6.2139, 1.5249, -4.4103)  0.000
C (5.4965, 0.3129, -4.1516)  0.000
S (0.7750, -2.2297, -0.7757)  0.268
H (2.6702, 1.5420, -2.6525)  0.000
H (4.0284, 3.6554, -2.7849)  0.000
H (6.1784, 3.6323, -4.1358)  0.000
H (7.2214, 1.5784, -4.7112)  0.000
H (5.9306, -0.6581, -4.4165)  0.000
C (2.7794, 1.8063, 3.2285)  0.005
C (2.7586, 0.7615, 4.3237)  0.002
C (3.1087, 1.2782, 5.7118)  0.000
O (3.8459, -0.2115, 4.0634)  0.013
P (3.7132, -1.4768, 3.1419)  0.040
S (2.1951, -2.6862, 3.6485)  0.121
S (3.2811, -1.1520, 1.1929)  0.306
O (5.0302, -2.2517, 3.2754)  0.015
C (6.2035, -2.4771, 4.4355)  0.002
C (7.1887, -1.3255, 4.2287)  0.000
C (5.5198, -2.6334, 5.7821)  0.002
H (2.5845, 2.7724, 3.7329)  0.000
H (1.8640, 1.6955, 2.6231)  0.001
H (3.6927, 1.7132, 2.6201)  0.003
H (1.8378, 0.2204, 4.3135)  0.001
H (4.0654, 1.7999, 5.5666)  0.000
H (3.2335, 0.4665, 6.4672)  0.000
H (2.4103, 1.9990, 6.0621)  0.000
H (6.5285, -3.4214, 3.9897)  0.000
H (6.5993, -0.3769, 4.3702)  0.000
H (7.5361, -1.3666, 3.2155)  0.000
H (8.0284, -1.4997, 4.9790)  0.000
H (4.8706, -1.7506, 5.9857)  0.000
H (6.2085, -2.7948, 6.6041)  0.000
H (4.8644, -3.5284, 5.8482)  0.001

- ⟨S²⟩: 6.038
- HOMO level (alpha / beta): -4.65 / -7.81 eV
- Orbital gap (alpha / beta): 4.017 / 5.088 eV
- Relative energy (zero: lowest compared OMol25 entry of this formula, charge and spin): 117.2 kJ/mol
- Spin multiplicity: 5
- E_LUMO (alpha / beta): -0.635 / -2.721 eV

***

# 6
Entry from the OMol25 dataset: a single C5H8 molecule (the ωB97M-V functional and the def2-TZVPD basis).

Each line ends with the Mulliken charge.
Atoms and positions in Å:
C (2.3651, 0.2885, -0.7038)  -1.009
C (1.2718, -0.4994, -0.1359)  0.429
C (0.1892, -0.8815, 0.2340)  -0.366
C (-1.2521, -0.7748, 0.4961)  -0.247
C (-1.6866, 0.5669, -0.1470)  -0.923
H (1.9125, 1.2347, -1.0289)  0.233
H (3.1523, 0.5224, 0.0183)  0.291
H (2.8140, -0.1814, -1.5829)  0.289
H (-1.8116, -1.6226, 0.0863)  0.279
H (-1.4499, -0.7724, 1.5735)  0.256
H (-0.7950, 1.1558, -0.3759)  0.221
H (-2.3124, 1.1563, 0.5246)  0.278
H (-2.2185, 0.4175, -1.0894)  0.268

- HOMO level: -9.26 eV
- Orbital gap: 10.350 eV
- Relative energy (zero: lowest compared OMol25 entry of this formula, charge and spin): 149.3 kJ/mol
- Structure (SMILES): CC#CCC
- E_LUMO: 1.087 eV

***

The lowest relative energy (zero: lowest compared OMol25 entry of this formula, charge and spin) belongs to which entry?
C34H34AsAuN3S

***

Which formula does entry 2 have?
C6H16

***

relative energy (zero: lowest compared OMol25 entry of this formula, charge and spin) of number 4 (C17H18BBrN6O2Pt)?
455.0 kJ/mol

***

What is the relative energy (zero: lowest compared OMol25 entry of this formula, charge and spin) in the first record?
37.3 kJ/mol